This record from the Open Molecules 2025 dataset describes C53H84AlBF3N2O26 as an isolated structure at a distorted geometry. The level of theory is wB97M-V/def2-TZVPD.

## Properties
- E: -4702.90946 hartree
- Net charge: -1
- Gap between HOMO and LUMO: 0.206 hartree

Positions of all 170 atoms, in Å:
C: 9.362 1.787 2.353
C: 8.715 0.942 1.211
C: 7.794 -0.177 1.741
C: 6.775 -0.561 0.639
C: 5.494 -1.271 1.156
C: 4.450 -1.239 -0.011
Al: 2.561 -1.466 0.623
C: 2.355 -3.049 1.881
C: 1.720 -2.776 3.267
C: 0.324 -2.132 3.163
C: 1.496 -4.171 3.963
O: 1.720 -2.070 -0.933
C: 0.443 -1.544 -0.702
C: -0.538 -1.977 -1.814
C: -1.444 -3.117 -1.321
O: -2.821 -2.762 -1.145
C: -3.065 -2.150 0.087
C: -4.136 -2.871 0.932
F: -4.983 -1.950 1.455
F: -3.613 -3.589 1.933
F: -4.878 -3.668 0.151
C: 0.628 -0.012 -0.362
C: 1.433 0.869 -1.359
C: 0.963 2.339 -1.488
C: 1.319 3.190 -0.274
O: 2.069 2.836 0.603
N: 0.752 4.577 -0.197
C: -0.037 4.758 0.970
C: -1.271 4.155 1.090
C: -2.057 4.269 2.206
C: -1.621 5.055 3.253
C: -0.417 5.692 3.125
C: 0.377 5.547 2.024
B: -0.768 0.567 0.164
N: -1.816 0.840 -0.811
O: -0.964 0.812 1.502
O: 1.475 -0.024 0.821
H: 10.407 1.978 2.096
H: 9.309 1.206 3.276
H: 8.809 2.723 2.460
H: 9.516 0.521 0.593
H: 8.138 1.598 0.552
H: 7.237 0.189 2.605
H: 8.380 -1.069 1.990
H: 6.423 0.380 0.191
H: 7.237 -1.135 -0.170
H: 5.769 -2.322 1.313
H: 5.091 -0.806 2.050
H: 4.664 -2.123 -0.631
H: 4.606 -0.384 -0.676
H: 1.780 -3.846 1.385
H: 3.367 -3.461 2.026
H: 2.411 -2.236 3.925
H: -0.186 -2.174 4.135
H: -0.241 -2.676 2.401
H: 0.445 -1.070 2.929
H: 2.419 -4.587 4.373
H: 1.075 -4.848 3.211
H: 0.711 -4.043 4.721
H: 0.136 -1.956 0.285
H: -1.091 -1.159 -2.280
H: 0.087 -2.422 -2.596
H: -1.102 -3.523 -0.359
H: -1.353 -3.953 -2.022
H: -3.433 -1.134 -0.093
H: -2.169 -2.041 0.712
H: 1.393 0.403 -2.357
H: 2.484 0.888 -1.074
H: -0.083 2.476 -1.767
H: 1.549 2.795 -2.304
H: 1.570 5.165 -0.051
H: -1.628 3.563 0.250
H: -3.009 3.753 2.273
H: -2.224 5.167 4.147
H: -0.091 6.334 3.940
H: 1.330 6.066 1.954
H: -2.333 1.697 -0.643
H: -1.382 0.852 -1.724
H: -1.844 1.178 1.652
C: 2.875 2.803 6.004
C: 3.898 2.346 4.994
C: 3.341 2.075 3.617
O: 4.292 1.138 3.106
C: 4.809 0.467 4.164
O: 5.479 -0.508 4.062
O: 4.446 1.061 5.337
H: 3.344 2.962 6.976
H: 2.408 3.735 5.685
H: 2.102 2.047 6.144
H: 4.727 3.060 4.951
H: 3.295 2.963 2.991
H: 2.359 1.597 3.633
C: -5.863 6.709 0.992
C: -5.078 6.210 -0.195
C: -5.883 6.055 -1.458
O: -5.126 5.057 -2.164
C: -4.509 4.300 -1.224
O: -3.943 3.276 -1.439
O: -4.611 4.865 0.002
H: -5.219 6.776 1.870
H: -6.283 7.694 0.790
H: -6.672 6.021 1.242
H: -4.203 6.847 -0.357
H: -5.947 6.975 -2.035
H: -6.887 5.667 -1.283
C: -4.678 -3.213 4.717
C: -5.656 -2.558 5.659
C: -5.535 -1.059 5.740
O: -6.075 -0.793 7.043
C: -5.847 -1.898 7.800
O: -6.002 -1.951 8.977
O: -5.420 -2.931 7.029
H: -4.812 -4.295 4.723
H: -4.821 -2.851 3.705
H: -3.648 -3.020 5.022
H: -6.677 -2.860 5.405
H: -6.106 -0.545 4.970
H: -4.500 -0.711 5.716
C: 5.056 1.830 -6.376
C: 4.630 0.859 -5.304
C: 4.061 1.493 -4.063
O: 4.326 0.486 -3.080
C: 5.434 -0.188 -3.487
O: 6.040 -0.966 -2.828
O: 5.754 0.147 -4.767
H: 5.470 1.293 -7.231
H: 4.209 2.426 -6.717
H: 5.840 2.497 -6.011
H: 3.934 0.124 -5.718
H: 2.993 1.690 -4.139
H: 4.579 2.411 -3.770
C: -12.365 4.086 -2.207
C: -11.034 4.772 -2.382
C: -9.880 4.084 -1.702
O: -8.970 5.175 -1.501
C: -9.722 6.304 -1.392
O: -9.300 7.357 -1.039
O: -11.010 6.060 -1.741
H: -13.152 4.648 -2.709
H: -12.337 3.079 -2.623
H: -12.640 4.028 -1.153
H: -10.831 4.927 -3.446
H: -9.427 3.308 -2.314
H: -10.140 3.668 -0.726
C: 5.608 -4.127 -4.538
C: 4.356 -3.988 -5.366
C: 4.306 -4.867 -6.586
O: 3.417 -4.131 -7.442
C: 3.542 -2.822 -7.106
O: 3.085 -1.918 -7.734
O: 4.254 -2.681 -5.965
H: 5.579 -3.446 -3.687
H: 5.711 -5.147 -4.166
H: 6.494 -3.867 -5.121
H: 3.476 -4.135 -4.735
H: 3.914 -5.859 -6.377
H: 5.272 -4.956 -7.091
C: -2.144 -8.482 -3.562
C: -0.742 -8.107 -3.151
C: -0.658 -6.935 -2.210
O: 0.661 -6.441 -2.474
C: 0.955 -6.763 -3.759
O: 1.891 -6.353 -4.365
O: 0.029 -7.627 -4.264
H: -2.125 -9.323 -4.256
H: -2.739 -8.760 -2.693
H: -2.633 -7.655 -4.080
H: -0.227 -8.981 -2.741
H: -0.764 -7.222 -1.166
H: -1.377 -6.145 -2.440